{"formula": "H12O6", "method": "ωB97M-V with the def2-TZVPD basis set", "symbols": ["O", "H", "H", "O", "H", "H", "O", "H", "H", "O", "H", "H", "O", "H", "H", "O", "H", "H"], "xyz": [[0.398, -0.386, 0.830], [0.544, -1.150, 0.272], [-0.340, 0.070, 0.425], [-0.122, -0.601, 3.613], [-0.255, -1.548, 3.581], [-0.084, -0.332, 2.695], [3.018, 0.797, 0.233], [2.129, 0.500, 0.429], [2.962, 1.153, -0.653], [1.039, -2.164, -1.221], [1.858, -2.658, -1.261], [1.124, -1.504, -1.909], [-2.794, 0.721, -0.426], [-2.830, 0.121, 0.319], [-3.392, 1.431, -0.192], [-0.945, 1.590, -2.501], [-1.582, 1.441, -1.802], [-0.730, 2.520, -2.434]], "forces_ev_per_angstrom": [[0.459, 0.528, 0.631], [0.108, -0.645, -0.421], [-0.634, 0.416, -0.293], [-0.015, 0.078, 0.957], [-0.069, -0.156, -0.114], [0.127, -0.015, -0.662], [0.807, 0.145, -0.074], [-0.806, -0.270, 0.293], [-0.055, 0.108, -0.179], [-0.228, -0.311, 0.097], [0.287, -0.175, 0.100], [-0.117, 0.415, -0.293], [0.668, 0.013, -1.148], [-0.020, -0.640, 0.777], [-0.581, 0.668, 0.297], [0.544, -0.018, -0.697], [-0.544, -0.393, 0.671], [0.069, 0.251, 0.058]], "mulliken_charge": [-1.067, 0.398, 0.380, -0.633, 0.308, 0.475, -0.805, 0.390, 0.375, -0.911, 0.420, 0.341, -1.673, 0.499, 0.738, -1.133, 0.440, 0.458], "charge": -1, "multiplicity": 2, "homo_energy_ha": [0.0182, -0.2835], "s2": 0.75, "gap_ev": [2.662, 10.692], "total_energy_ha": -458.61605, "max_force_ev_per_a": 1.33, "lumo_energy_ev": [3.2, 3.0], "relative_energy_kcal_mol": 11.5}